1.
This record from the Open Molecules 2025 dataset describes a gas-phase ion, C20H25N2O (charge +1) in a non-equilibrium geometry. The level of theory is wB97M-V/def2-TZVPD.

Bonds (Å) are listed after each position.
Positions of all 48 atoms, in Å:
1 C -0.8512 -3.5106 -1.6369  O2 1.451, H24 1.069, H25 1.070, H26 1.085
2 O -0.4703 -2.9436 -0.3565  C1 1.451, C3 1.356
3 C 0.6102 -2.1251 -0.3920  O2 1.356, C4 1.482, N11 1.643, H27 1.120
4 C 1.5487 -2.3948 0.7231  C3 1.482, C5 1.434, C10 1.449
5 C 2.8567 -1.8153 0.6285  C4 1.434, C6 1.399, H28 1.133
6 C 3.8255 -2.0895 1.6004  C5 1.399, C7 1.410, H29 1.093
7 C 3.5220 -2.9007 2.7124  C6 1.410, C8 1.491, C9 1.397
8 C 4.4299 -2.8834 3.8955  C7 1.491, H30 1.087, H31 1.095, H32 1.107
9 C 2.3230 -3.6186 2.7178  C7 1.397, C10 1.431, H33 1.089
10 C 1.2860 -3.3678 1.7640  C4 1.449, C9 1.431, H34 1.094
11 N -0.1014 -0.6665 -0.6466  C3 1.643, C12 1.372, C16 1.354
12 C -0.1019 0.0402 -1.8224  N11 1.372, C13 1.386, H35 1.093
13 C -0.6923 1.2831 -1.9895  C12 1.386, C14 1.421, C23 1.520
14 C -1.3778 1.8219 -0.8678  C13 1.421, C15 1.425, N20 1.374
15 C -1.4714 1.0620 0.3338  C14 1.425, C16 1.385, C17 1.513
16 C -0.8334 -0.1665 0.3771  N11 1.354, C15 1.385, H36 1.095
17 C -2.2139 1.5919 1.5409  C15 1.513, C18 1.537, H37 1.103, H38 1.114
18 C -2.4861 3.1029 1.4653  C17 1.537, C19 1.502, H39 1.090, H40 1.100
19 C -2.8723 3.5560 0.0860  C18 1.502, N20 1.473, H41 1.099, H42 1.095
20 N -1.9198 3.0823 -0.9334  C14 1.374, C19 1.473, C21 1.474
21 C -2.0848 3.7746 -2.2247  N20 1.474, C22 1.503, H43 1.099, H44 1.094
22 C -0.9211 3.5450 -3.1485  C21 1.503, C23 1.539, H45 1.091, H46 1.100
23 C -0.5754 2.0527 -3.2951  C13 1.520, C22 1.539, H47 1.116, H48 1.104
24 H -1.5559 -4.2893 -1.4349  C1 1.069
25 H -1.3057 -2.7069 -2.1786  C1 1.070
26 H -0.0210 -3.9503 -2.1801  C1 1.085
27 H 1.1406 -1.9454 -1.3618  C3 1.120
28 H 2.9935 -1.0727 -0.2159  C5 1.133
29 H 4.7662 -1.5331 1.5701  C6 1.093
30 H 4.0060 -3.5540 4.6386  C8 1.087
31 H 5.3824 -3.2898 3.5396  C8 1.095
32 H 4.6177 -1.9005 4.3699  C8 1.107
33 H 2.1702 -4.2436 3.5964  C9 1.089
34 H 0.3132 -3.8456 1.9106  C10 1.094
35 H 0.4660 -0.3838 -2.6540  C12 1.093
36 H -0.8568 -0.7576 1.2991  C16 1.095
37 H -1.5842 1.3876 2.4235  C17 1.103
38 H -3.1488 1.0019 1.6825  C17 1.114
39 H -3.2855 3.3463 2.1645  C18 1.090
40 H -1.5888 3.6256 1.8271  C18 1.100
41 H -3.8889 3.2089 -0.1466  C19 1.099
42 H -2.9309 4.6492 0.0480  C19 1.095
43 H -3.0111 3.4579 -2.7236  C21 1.099
44 H -2.2133 4.8479 -2.0532  C21 1.094
45 H -1.1522 3.9398 -4.1392  C22 1.091
46 H -0.0142 4.0673 -2.8085  C22 1.100
47 H -1.1995 1.5502 -4.0716  C23 1.116
48 H 0.4718 1.9596 -3.6333  C23 1.104

Results
HOMO energy in hartree: -0.426
Structure (SMILES): CO[C@H](c1ccc(C)cc1)[n+]1cc2c3c(c1)CCCN3CCC2
Net charge: +1
Gap between HOMO and LUMO in Eh: 0.3287
2S+1: 1

Partial atomic charges computed with the natural (NBO) method, in multiples of e: number 1, C, carries -0.2490; number 2, O, carries -0.5216; number 3, C, carries 0.3003; number 4, C, carries -0.0779; number 5, C, carries -0.1799; number 6, C, carries -0.2161; number 7, C, carries 0.0314; number 8, C, carries -0.6407; number 9, C, carries -0.2190; number 10, C, carries -0.1703; number 11, N, carries -0.3483; number 12, C, carries 0.0690; number 13, C, carries -0.0794; number 14, C, carries 0.2676; number 15, C, carries -0.0778; number 16, C, carries 0.0945; number 17, C, carries -0.4257; number 18, C, carries -0.4103; number 19, C, carries -0.2117; number 20, N, carries -0.3781; number 21, C, carries -0.2132; number 22, C, carries -0.4094; number 23, C, carries -0.4236; number 24, H, carries 0.2152; number 25, H, carries 0.1767; number 26, H, carries 0.1923; number 27, H, carries 0.1807; number 28, H, carries 0.2123; number 29, H, carries 0.2251; number 30, H, carries 0.2211; number 31, H, carries 0.2336; number 32, H, carries 0.2375; number 33, H, carries 0.2232; number 34, H, carries 0.2375; number 35, H, carries 0.2209; number 36, H, carries 0.2317; number 37, H, carries 0.2355; number 38, H, carries 0.2321; number 39, H, carries 0.2363; number 40, H, carries 0.2176; number 41, H, carries 0.1956; number 42, H, carries 0.2232; number 43, H, carries 0.1958; number 44, H, carries 0.2239; number 45, H, carries 0.2371; number 46, H, carries 0.2183; number 47, H, carries 0.2318; number 48, H, carries 0.2343



2.
This record from the Open Molecules 2025 dataset describes 2 unconnected molecules or ions with the total composition C5H13N3 in a non-equilibrium geometry. The level of theory is wB97M-V/def2-TZVPD.

Bonds (Å) are listed after each position.
Positions of all 21 atoms, in Å:
1 C 4.2748 0.7589 0.1708  N6 1.149, H9 1.059
2 C 2.0349 -0.1172 -0.5711  C3 1.536, N6 1.388, H10 1.138, H11 1.204
3 C 0.9423 0.1243 0.4811  C2 1.536, N7 1.432, H12 1.143, H13 1.125
4 C -1.9569 1.5797 -0.5504  C5 1.515, H14 1.118, H15 1.129, H16 1.127
5 C -1.4539 0.6206 0.5084  C4 1.515, N7 1.402, H17 1.183, H18 1.065
6 N 3.2889 0.4179 -0.3113  C1 1.149, C2 1.388
7 N -0.3459 0.0554 -0.1394  C3 1.432, C5 1.402
8 N -0.5505 -2.3083 0.0509  H19 1.045, H20 0.960, H21 0.978
9 H 5.0731 0.9820 0.8297  C1 1.059
10 H 2.2119 -1.2377 -0.6596  C2 1.138
11 H 1.5970 0.2845 -1.6183  C2 1.204
12 H 1.0919 -0.6725 1.2869  C3 1.143
13 H 1.0180 1.1152 1.0085  C3 1.125
14 H -1.5493 1.3882 -1.5738  C4 1.118
15 H -3.0805 1.5068 -0.6370  C4 1.129
16 H -1.5548 2.5814 -0.2268  C4 1.127
17 H -2.4012 -0.0856 0.5660  C5 1.183
18 H -1.1270 1.1228 1.3889  C5 1.065
19 H 0.2480 -2.5455 0.6819  N8 1.045
20 H -0.4813 -2.6070 -0.8586  N8 0.960
21 H -1.3964 -2.4942 0.5043  N8 0.978

Results
HOMO energy (spin up / spin down) in hartree: -0.678 / -0.665
Net charge: +2
Gap between HOMO and LUMO (spin up / spin down) in Eh: 0.2993 / 0.2792
2S+1: 1

Partial atomic charges computed with the natural (NBO) method, in multiples of e: number 1, C, carries 0.5149; number 2, C, carries -0.3009; number 3, C, carries -0.3319; number 4, C, carries -0.5921; number 5, C, carries -0.3304; number 6, N, carries -0.1777; number 7, N, carries 0.0179; number 8, N, carries -0.8203; number 9, H, carries 0.3180; number 10, H, carries 0.2814; number 11, H, carries 0.3121; number 12, H, carries 0.2822; number 13, H, carries 0.2714; number 14, H, carries 0.2591; number 15, H, carries 0.2757; number 16, H, carries 0.2513; number 17, H, carries 0.3432; number 18, H, carries 0.2255; number 19, H, carries 0.3896; number 20, H, carries 0.4053; number 21, H, carries 0.4057



3.
This record from the Open Molecules 2025 dataset describes a single C4H6N2O molecule in a non-equilibrium geometry. The level of theory is wB97M-V/def2-TZVPD.

Bonds (Å) are listed after each position.
Positions of all 13 atoms, in Å:
1 H 2.2437 1.9371 0.6330  N2 1.003
2 N 1.4977 1.3979 1.0313  H1 1.003, C3 1.298
3 C 0.6769 0.7350 0.2756  N2 1.298, C4 1.438, C8 1.482
4 C 0.5912 -0.0427 -0.9304  C3 1.438, C5 1.380, H9 1.082
5 C -0.4760 -0.8934 -0.7262  C4 1.380, O6 1.344, N7 1.367
6 O -0.8944 -1.9133 -1.4955  C5 1.344, H10 0.969
7 N -1.1294 -0.6977 0.4586  C5 1.367, C8 1.484, H11 1.013
8 C -0.5323 0.5002 1.0998  C3 1.482, N7 1.484, H12 1.220, H13 1.095
9 H 1.3676 -0.1717 -1.6725  C4 1.082
10 H -0.3236 -1.9731 -2.2764  O6 0.969
11 H -2.0857 -1.0109 0.5715  N7 1.013
12 H 0.2371 0.8328 1.9867  C8 1.220
13 H -1.2478 1.3271 1.0416  C8 1.095

Results
HOMO energy in hartree: -0.295
Structure (SMILES): [H]/N=C1\C=C(O)NC1
Net charge: 0
Gap between HOMO and LUMO in Eh: 0.3162
2S+1: 1

Partial atomic charges computed with the natural (NBO) method, in multiples of e: number 1, H, carries 0.3499; number 2, N, carries -0.7649; number 3, C, carries 0.2963; number 4, C, carries -0.5153; number 5, C, carries 0.5726; number 6, O, carries -0.6498; number 7, N, carries -0.5941; number 8, C, carries -0.3595; number 9, H, carries 0.2257; number 10, H, carries 0.4976; number 11, H, carries 0.4093; number 12, H, carries 0.3274; number 13, H, carries 0.2047



ΔE to the lowest compared entry with this formula, charge and spin for every record listed, in sequence, given in kJ/mol: 93.05 510.50 298.37.